Entry 1:
The following is a quantum chemistry calculation of C2H3IO3 as an isolated structure at a distorted geometry, from the OMol25 dataset.

Geometry as XYZ:
```
9
Properties=species:S:1:pos:R:3
C -1.606 0.155 -0.376
C -0.171 0.104 0.036
O -2.339 -0.841 0.058
O -2.125 1.142 -0.815
O -4.068 1.365 0.818
I -4.275 -0.177 0.002
H 0.485 0.861 -0.222
H -0.061 0.188 1.083
H 0.253 -0.863 -0.401
```

The calculation puts the HOMO energy at -9.2 eV. For the HOMO-LUMO gap, the calculation gives 8.036 eV. The lowest unoccupied orbital energy comes out at -1.17 eV. As for the total charge: 0. The energy relative to the best compared isomer or geometry (same formula, charge and spin) comes out at 76.40 kJ/mol.



Entry 2:
The following is a quantum chemistry calculation of a 7-piece molecular cluster, C44H44O30PS overall, from the OMol25 dataset.

Geometry as XYZ:
```
120
Properties=species:S:1:pos:R:3
C -0.711 4.546 1.466
C -2.058 5.209 1.181
O -2.676 4.711 0.007
C -3.417 3.515 0.157
C -2.891 2.494 -0.846
O -3.520 1.242 -0.624
C -2.762 0.079 -0.848
C -2.768 -0.809 0.406
O -1.515 -1.494 0.634
C -0.459 -0.692 0.942
S 0.881 -0.975 -0.326
C 2.387 -0.523 0.537
P 3.604 0.519 -0.348
O 4.470 1.143 0.646
O 2.778 1.578 -1.223
O 4.178 -0.543 -1.381
H -0.820 3.641 2.066
H -0.208 4.306 0.522
H -0.054 5.230 2.017
H -1.928 6.283 1.026
H -2.734 5.089 2.039
H -4.472 3.729 -0.052
H -3.348 3.111 1.176
H -1.797 2.420 -0.749
H -3.115 2.838 -1.865
H -3.210 -0.454 -1.693
H -1.731 0.330 -1.150
H -3.041 -0.214 1.283
H -3.496 -1.617 0.311
H 0.028 -0.964 1.886
H -0.693 0.377 0.959
H 0.694 0.114 -1.091
H 2.136 0.022 1.453
H 2.880 -1.474 0.760
H 2.458 1.270 -2.079
H 4.522 -0.169 -2.227
C -0.595 0.422 5.533
C 0.138 0.849 6.580
C 1.420 1.644 6.403
O 1.986 1.996 7.416
C 1.884 1.934 5.058
C 1.138 1.525 4.032
C -0.144 0.742 4.216
O -0.714 0.405 3.176
O 1.426 1.759 2.746
O -0.175 0.625 7.834
H -1.507 -0.146 5.652
H 2.797 2.501 4.939
H 0.634 1.444 2.268
H 0.516 1.048 8.383
C 6.304 1.365 -5.479
C 6.402 1.322 -6.823
C 5.823 0.178 -7.643
O 5.953 0.259 -8.845
C 5.173 -0.916 -6.947
C 5.095 -0.869 -5.613
C 5.638 0.294 -4.810
O 5.468 0.254 -3.589
O 4.535 -1.828 -4.877
O 6.983 2.249 -7.545
H 6.704 2.177 -4.890
H 4.782 -1.738 -7.530
H 4.652 -1.566 -3.947
H 6.907 1.975 -8.482
C -8.007 0.236 -3.621
C -6.777 0.360 -3.105
C -5.533 0.413 -3.972
O -4.479 0.513 -3.362
C -5.665 0.343 -5.401
C -6.898 0.222 -5.923
C -8.148 0.165 -5.058
O -9.203 0.067 -5.654
O -7.150 0.141 -7.213
O -6.519 0.461 -1.809
H -8.899 0.198 -3.012
H -4.773 0.380 -6.010
H -8.122 0.066 -7.301
H -5.552 0.600 -1.725
C -2.708 -7.059 3.295
C -3.574 -6.296 2.609
C -3.281 -4.850 2.262
O -4.127 -4.255 1.617
C -2.036 -4.266 2.704
C -1.170 -5.026 3.388
C -1.454 -6.481 3.718
O -0.579 -7.064 4.331
O 0.002 -4.605 3.836
O -4.747 -6.720 2.171
H -2.909 -8.091 3.544
H -1.850 -3.230 2.459
H 0.402 -5.376 4.292
H -5.165 -5.969 1.709
C 1.278 5.727 6.202
C 1.451 7.057 6.302
C 0.354 8.049 5.947
O 0.630 9.224 6.091
C -0.916 7.546 5.471
C -1.082 6.221 5.374
C 0.009 5.236 5.741
O -0.274 4.052 5.606
O -2.195 5.636 4.950
O 2.564 7.628 6.711
H 2.051 5.016 6.461
H -1.689 8.256 5.212
H -2.029 4.674 5.009
H 2.405 8.594 6.691
C 4.071 -7.891 -3.215
C 3.015 -7.214 -3.689
C 3.138 -5.819 -4.274
O 2.104 -5.308 -4.672
C 4.435 -5.190 -4.315
C 5.493 -5.866 -3.838
C 5.373 -7.267 -3.265
O 6.409 -7.773 -2.875
O 6.726 -5.394 -3.818
O 1.776 -7.679 -3.696
H 3.991 -8.885 -2.798
H 4.513 -4.194 -4.728
H 7.281 -6.101 -3.429
H 1.227 -6.985 -4.110
```

The calculation puts the HOMO energy at -11.3 eV. For the HOMO-LUMO gap, the calculation gives 7.337 eV. The lowest unoccupied orbital energy comes out at -3.93 eV. As for the total charge: +1.



Entry 3:
The following is a quantum chemistry calculation of one molecule with the formula C20H18FNO, from the OMol25 dataset.

Geometry as XYZ:
```
41
Properties=species:S:1:pos:R:3
F -5.182 -1.377 1.519
C -4.744 -0.322 0.802
C -5.630 0.341 -0.027
C -5.165 1.423 -0.754
C -3.843 1.820 -0.654
C -2.965 1.142 0.184
C -3.422 0.062 0.924
H -2.760 -0.479 1.583
C -1.528 1.589 0.304
H -1.457 2.362 1.079
O -0.645 0.583 0.738
C -0.365 -0.461 -0.103
C -0.951 -0.637 -1.350
C -0.605 -1.723 -2.136
C 0.320 -2.645 -1.688
C 0.901 -2.472 -0.444
C 0.576 -1.392 0.359
C 1.263 -1.211 1.696
N 2.705 -1.157 1.592
C 3.354 -0.176 0.869
C 2.767 1.055 0.573
C 3.485 2.029 -0.094
C 4.796 1.807 -0.480
C 5.387 0.589 -0.190
C 4.677 -0.391 0.472
H 5.145 -1.341 0.694
H 6.409 0.399 -0.486
H 5.349 2.572 -1.003
H 3.012 2.976 -0.315
H 1.748 1.255 0.863
H 3.153 -2.060 1.528
H 0.906 -0.295 2.171
H 1.016 -2.050 2.354
H 1.623 -3.193 -0.087
H 0.586 -3.494 -2.299
H -1.071 -1.843 -3.103
H -1.685 0.062 -1.717
H -1.184 2.026 -0.643
H -3.488 2.661 -1.230
H -5.838 1.956 -1.408
H -6.654 0.011 -0.094
```

The calculation puts the HOMO energy at -7.7 eV. For the HOMO-LUMO gap, the calculation gives 8.452 eV. The lowest unoccupied orbital energy comes out at 0.75 eV. As for the total charge: 0. Its SMILES is Fc1cccc(COc2ccccc2CNc2ccccc2)c1.